A.
11
Properties=species:S:1:pos:R:3:mulliken_charge:R:1 method="wB97M-V/def2-TZVPD" multiplicity=1 homo_energy_ev=-8.6
N 1.576 -0.598 -0.039 -0.171
C 0.248 -0.483 -0.055 0.563
H 0.025 1.482 0.732 0.317
H 2.535 0.755 1.461 0.239
H 2.857 0.780 -0.438 0.279
S -1.905 0.591 -0.197 -0.223
N -0.166 0.880 -0.119 -0.377
O -0.506 -1.410 -0.204 -0.528
H -2.498 -0.333 0.737 0.150
N 2.598 0.245 0.487 -0.561
H 2.061 -1.650 0.315 0.312

---

B.
11
Properties=species:S:1:pos:R:3:mulliken_charge:R:1 method="wB97M-V/def2-TZVPD" multiplicity=1 homo_energy_ev=-8.8
H 0.109 -2.488 -0.273 0.277
N -0.086 -1.811 0.365 -0.381
N 1.041 -1.501 1.113 -0.223
S -0.391 -0.513 -1.135 -0.207
H -0.576 2.982 -0.635 0.251
H -1.463 1.949 -1.796 0.218
N -0.839 2.021 -0.990 -0.409
H 1.912 -1.576 0.624 0.204
O -0.124 1.072 0.937 -0.513
C -0.462 1.031 -0.221 0.568
H 0.881 -1.166 2.012 0.215

---

C.
11
Properties=species:S:1:pos:R:3:mulliken_charge:R:1 method="wB97M-V/def2-TZVPD" multiplicity=1 homo_energy_ev=-8.9
H -0.078 -1.216 1.407 0.276
C 1.049 -0.308 -0.078 0.460
S -1.860 -0.400 -0.226 -0.162
N 0.983 0.903 -0.463 0.030
H 1.491 -2.260 -0.017 0.248
H 1.771 1.301 -0.973 0.256
H 0.743 1.661 1.153 0.347
N -0.224 -0.385 0.747 -0.464
H -1.865 1.364 -0.320 0.176
N 1.929 -1.397 -0.156 -0.710
O 0.323 1.694 0.242 -0.457

---

Pick B: it beats the second-best structure by 162.2 kJ/mol.

---

A.
15
Properties=species:S:1:pos:R:3:mulliken_charge:R:1 method="wB97M-V/def2-TZVPD" multiplicity=1 total_charge=-1 homo_energy_ev=-2.6
H 0.615 -0.437 0.443 0.249
C 1.564 2.508 1.191 0.047
C 0.443 1.000 -1.117 -0.762
S -1.323 0.854 -0.817 -0.621
H 0.852 0.526 -2.015 0.228
O -4.623 -4.750 -0.462 -0.641
O 1.945 3.231 2.101 -0.636
H -4.317 -5.416 0.150 0.313
H 2.149 0.733 1.919 0.229
H -4.048 -4.570 -1.204 0.328
H 2.022 -0.219 -0.523 0.240
N 1.799 1.189 1.095 -0.045
H 0.975 2.956 0.390 0.261
H 0.686 2.057 -1.194 0.250
C 1.263 0.338 0.043 -0.440

---

B.
15
Properties=species:S:1:pos:R:3:mulliken_charge:R:1 method="wB97M-V/def2-TZVPD" multiplicity=1 total_charge=-1 homo_energy_ev=-3.4
H 0.401 -1.673 -0.043 0.311
H -1.843 -0.526 -0.595 0.321
H 0.863 -1.184 1.552 0.294
O 1.356 1.223 -2.063 -0.624
C 2.192 1.287 -1.108 0.118
C 0.616 0.592 0.368 0.316
H -0.101 0.936 -0.382 0.486
S -1.500 -0.853 1.419 -0.719
C 0.219 -0.869 0.658 -0.942
H -2.733 -1.521 -0.235 0.318
N 2.003 0.811 0.112 -0.617
O -2.414 -1.135 -1.075 -0.656
H 3.065 1.895 -1.075 0.358
H 0.245 2.061 1.530 0.435
H 0.378 1.213 1.356 -0.399

---

Pick A: it beats the second-best structure by 477.2 kJ/mol.

---

A.
24
Properties=species:S:1:pos:R:3:mulliken_charge:R:1 method="wB97M-V/def2-TZVPD" multiplicity=1 total_charge=+1 homo_energy_ev=-12.9
H -0.225 2.301 0.681 0.550
H 1.603 1.971 -1.493 0.330
C -1.095 -0.739 1.545 0.444
H 1.310 -2.526 0.021 0.350
N -1.540 1.220 2.732 -0.568
H -1.376 -0.573 -1.189 0.370
H 0.205 -1.115 -1.713 0.449
H -2.010 0.500 4.632 0.418
N 0.212 0.773 -0.502 0.137
H -1.552 1.748 -0.260 0.416
C -0.473 -1.525 0.443 0.031
S -1.550 -1.321 3.097 -0.082
C 0.585 1.563 -1.681 -0.676
C -1.092 0.643 1.587 -0.344
C 0.928 -2.052 0.957 -1.079
H -1.044 -2.334 -0.012 0.410
H 1.635 -1.216 1.069 0.288
C -1.865 0.332 3.553 -0.151
H -0.187 2.324 -1.750 0.312
C -0.757 1.486 0.382 -0.672
C -0.294 -0.606 -0.838 -0.944
H 0.426 0.775 -2.431 0.330
H 0.656 -2.715 1.830 0.431
H 0.959 0.521 0.020 0.251

---

B.
24
Properties=species:S:1:pos:R:3:mulliken_charge:R:1 method="wB97M-V/def2-TZVPD" multiplicity=1 total_charge=+1 homo_energy_ev="-10.7 / -10.5"
N -1.048 1.653 0.395 -0.063
H -0.944 1.571 -0.611 0.248
H 0.042 2.383 2.028 0.452
H 2.500 1.320 2.287 0.212
H -1.437 0.602 2.148 0.407
H 3.007 0.082 1.238 0.239
C 0.186 2.172 1.009 -0.789
H -0.725 -1.317 -3.967 0.490
H 0.497 -3.418 -2.838 0.403
C -1.446 0.361 1.071 -0.781
H 1.434 0.851 -0.377 0.427
C 0.003 -2.603 -2.385 -0.504
S -0.843 -0.287 -1.903 -0.173
C 1.233 1.097 0.667 -0.226
H 0.490 3.079 0.482 0.384
C 0.207 -2.468 -0.966 -0.652
C -0.615 -0.853 0.769 -0.714
H -2.508 0.473 0.827 0.382
H -0.345 -1.537 1.596 0.357
H 0.615 -3.309 -0.383 0.374
N 2.250 0.641 1.578 -0.422
H -1.684 2.361 0.771 0.357
C -0.563 -1.564 -2.991 -0.424
C -0.309 -1.290 -0.445 1.018

---

Pick A: it beats the second-best structure by 243.2 kJ/mol.

---

A.
9
Properties=species:S:1:pos:R:3:mulliken_charge:R:1 method="wB97M-V/def2-TZVPD" multiplicity=1 total_charge=-1 homo_energy_ev=-4.0
H 1.451 0.087 1.419 0.226
O -1.009 -0.783 2.076 -0.672
O -0.942 -1.800 -0.303 -0.662
C 1.333 -0.734 0.748 -0.424
H 2.928 -1.667 -0.949 0.056
S 2.099 -0.585 -0.868 -0.259
H -1.004 0.465 0.108 -0.269
H -1.697 0.901 0.016 0.334
P -0.355 -0.940 0.745 0.671

---

B.
9
Properties=species:S:1:pos:R:3:mulliken_charge:R:1 method="wB97M-V/def2-TZVPD" multiplicity=1 total_charge=-1 homo_energy_ev="-3.7 / -3.3"
C 0.538 -2.549 -1.168 -0.801
H 0.057 -1.775 -1.823 0.236
P -0.236 1.663 1.260 0.329
H -1.523 1.446 -0.379 0.292
H 1.266 -2.094 -0.422 0.242
O -1.444 2.214 0.158 -0.469
S 1.393 2.830 1.147 -0.582
O -0.852 1.801 2.600 -0.568
H 0.800 -3.536 -1.372 0.320

---

Pick A: it beats the second-best structure by 25.0 kJ/mol.

---

A.
56
Properties=species:S:1:pos:R:3:mulliken_charge:R:1 method="wB97M-V/def2-TZVPD" multiplicity=1 homo_energy_ev=-10.4
H 4.831 -2.540 1.028 0.338
C -2.565 -0.583 -0.250 0.701
C -0.580 3.633 4.216 -0.352
Cl 1.310 -6.815 -0.221 -0.192
H -1.642 -0.740 0.301 -0.163
C -1.097 4.982 -1.496 -0.653
H -1.345 3.173 3.597 0.285
H 5.518 -3.773 -1.216 0.320
Cl 6.284 -5.018 0.603 -0.180
C -1.899 1.220 -3.947 -0.352
C 1.635 -0.017 0.526 -0.647
H -0.480 4.491 6.195 0.339
C 0.324 5.375 -1.210 -0.300
H -2.160 2.187 -3.523 0.137
Cl -1.559 3.397 -0.806 -0.057
Cl -0.818 0.403 -2.787 -0.086
Cl 3.319 -4.143 1.729 -0.163
H 0.310 1.385 -0.379 -0.057
Cl 0.903 -1.576 0.001 -0.173
H 0.602 5.302 -0.162 0.211
Cl -0.096 5.212 3.547 -0.196
Cl -4.441 -1.862 -1.770 -0.195
H -1.295 4.903 -2.560 0.314
Cl -1.509 2.379 6.469 -0.209
H -2.289 -2.493 -1.160 0.161
C -3.092 -1.955 -0.660 -0.256
Cl -1.479 -4.218 1.761 -0.221
C 5.037 -4.244 -0.360 -0.384
H -1.839 5.645 -1.053 0.342
H -0.336 0.792 1.157 0.122
H 4.355 -4.974 -0.797 0.261
C -1.166 3.910 5.589 -0.511
Cl 1.400 4.385 -2.264 -0.195
H 3.543 -2.650 -0.101 -0.004
H -2.716 0.517 -4.055 0.390
Cl -0.966 0.028 -6.262 -0.205
C -0.185 -6.278 0.626 -0.495
Cl 1.222 2.417 1.595 -0.206
H -2.431 0.009 -1.152 -0.435
C 4.229 -3.264 0.481 -0.179
H -1.805 2.125 -5.889 0.364
H 0.307 3.015 4.287 0.319
H 0.810 -4.639 1.557 0.003
H -2.133 4.392 5.484 0.322
H -3.407 -2.490 0.233 0.309
H 0.558 6.389 -1.528 0.352
H -0.169 -6.816 1.567 0.316
H 2.418 0.274 -0.169 0.395
H -0.210 1.980 -5.176 0.325
H 2.113 -0.197 1.486 0.404
C 0.571 1.062 0.626 0.189
H -1.022 -6.537 -0.010 0.362
Cl -3.734 0.357 0.713 -0.206
C -0.023 -4.785 0.881 0.010
H 0.071 -4.237 -0.049 0.220
C -1.182 1.502 -5.246 -0.540

---

B.
56
Properties=species:S:1:pos:R:3:mulliken_charge:R:1 method="wB97M-V/def2-TZVPD" multiplicity=1 homo_energy_ev=-10.7
Cl -1.166 1.926 -5.554 -0.175
H -3.117 4.565 -4.069 0.283
Cl -5.743 0.702 3.894 -0.174
C -0.618 -1.092 0.365 -0.473
Cl -0.804 5.038 -4.394 -0.174
Cl 3.143 8.513 1.205 -0.193
H 1.002 -1.917 1.581 0.320
C -2.210 2.713 -4.421 -0.455
H 2.913 -5.630 -0.911 0.323
C 3.569 -1.453 8.610 -0.533
Cl 3.793 -7.758 -1.516 -0.211
H -3.812 2.091 3.808 0.279
H 3.144 -2.345 9.071 0.333
Cl 2.520 -0.157 9.233 -0.207
Cl -4.911 3.022 1.288 -0.170
H 1.310 -8.231 -0.207 0.330
H -1.043 -0.103 0.195 0.321
H 2.335 -7.444 0.951 0.310
H 4.176 6.661 0.075 0.301
H -1.046 -2.600 -8.708 0.319
H 3.195 7.493 -0.975 0.346
Cl 0.466 -6.072 0.520 -0.194
C 3.718 -1.404 7.131 -0.323
Cl 2.473 4.514 -0.471 -0.195
H -2.654 4.227 -5.785 0.328
C 2.471 -6.613 -1.071 -0.445
Cl -0.250 -0.388 2.835 -0.198
H -0.160 -2.483 -6.286 0.287
C -1.553 -3.059 -7.859 -0.411
Cl 0.053 -1.758 -1.078 -0.200
C -0.668 -3.370 -6.665 -0.395
H 3.965 -0.382 6.841 0.288
H 1.196 -0.143 1.054 0.287
H -1.852 2.515 -3.411 0.329
H 1.801 -6.401 -1.904 0.324
H -6.473 3.351 3.135 0.326
H 4.522 -1.444 9.139 0.333
C -2.345 4.190 -4.740 -0.413
Cl -2.410 -4.523 -8.518 -0.182
C 3.192 7.129 0.052 -0.494
H 1.202 6.403 0.130 0.295
C 1.730 -7.262 0.063 -0.434
H -1.149 -3.821 -5.797 0.303
H -2.358 -2.403 -7.527 0.280
Cl 5.110 -2.482 6.785 -0.200
H 2.296 5.797 1.456 0.304
H 2.791 -1.654 6.616 0.309
H -5.155 4.334 3.153 0.314
C 0.544 -0.945 1.400 -0.391
H -3.212 2.297 -4.517 0.279
H -1.441 -1.742 0.661 0.332
H -4.995 2.646 4.975 0.279
C -4.879 2.247 3.968 -0.352
C -5.399 3.289 2.960 -0.501
Cl 0.606 -4.598 -7.159 -0.201
C 2.186 6.015 0.394 -0.364

---

Pick A: it beats the second-best structure by 125.3 kJ/mol.

---

A.
12
Properties=species:S:1:pos:R:3:mulliken_charge:R:1 method="wB97M-V/def2-TZVPD" multiplicity=1 homo_energy_ev=-10.1
C 0.993 0.560 0.883 0.147
H -1.862 1.252 -0.113 0.235
C 0.621 -0.785 -0.985 -0.908
H -1.755 -0.722 -1.028 0.244
F 1.997 -0.434 0.955 -0.263
C -1.501 0.087 -0.081 -0.827
C 0.051 -0.015 -0.113 0.492
H -0.202 -1.206 -1.692 0.083
H 0.602 0.711 1.862 0.244
H -2.016 -0.446 0.867 0.250
Cl 1.571 2.175 0.574 -0.160
H 1.501 -1.177 -1.128 0.463

---

B.
12
Properties=species:S:1:pos:R:3:mulliken_charge:R:1 method="wB97M-V/def2-TZVPD" multiplicity=1 homo_energy_ev=-9.8
H -1.314 -0.409 -0.675 0.197
H -0.302 1.549 -1.852 0.347
H -0.370 -0.781 2.754 0.302
C 0.276 1.203 -1.051 -1.087
H -1.627 -0.595 1.327 0.165
C -0.609 -0.725 1.686 -0.560
C 0.183 -0.703 0.671 0.047
Cl 1.886 -1.049 0.977 -0.221
H 1.243 1.197 -1.392 0.368
F 0.543 -1.146 -1.575 -0.288
C -0.134 -0.338 -0.784 0.433
H 0.223 1.796 -0.086 0.297

---

C.
12
Properties=species:S:1:pos:R:3:mulliken_charge:R:1 method="wB97M-V/def2-TZVPD" multiplicity=1 homo_energy_ev=-9.0
Cl 0.651 2.271 0.527 -0.206
C 0.386 -0.160 -1.080 -0.642
C 1.530 0.696 -0.248 -0.421
H -1.125 -2.724 -1.573 0.263
H -0.167 0.503 -1.660 0.317
C -0.515 -0.742 -0.123 -0.083
H -0.671 -0.170 0.857 0.271
F -1.720 -2.556 0.832 -0.265
C -1.244 -2.053 -0.461 -0.231
H 0.901 -0.905 -1.601 0.419
H 2.479 0.187 0.380 0.332
H 2.047 1.063 -1.377 0.246

---

Pick B: it beats the second-best structure by 110.4 kJ/mol.

---

A.
12
Properties=species:S:1:pos:R:3:mulliken_charge:R:1 method="wB97M-V/def2-TZVPD" multiplicity=1 homo_energy_ev="-8.4 / -8.5"
C -0.099 -1.241 0.573 -1.096
H -0.550 1.389 -1.563 0.402
S 1.096 1.314 0.449 -0.136
H 1.656 1.150 1.586 0.219
H -1.243 -0.420 -1.568 0.373
Br -2.754 1.016 -0.150 -0.154
H 0.310 -1.837 -0.258 0.294
H 0.215 -1.331 1.700 0.324
H -1.037 -1.622 0.760 0.385
C -0.903 0.449 -1.006 -0.859
C -0.098 0.156 0.128 0.644
Br 3.407 0.977 -0.651 -0.398

---

B.
12
Properties=species:S:1:pos:R:3:mulliken_charge:R:1 method="wB97M-V/def2-TZVPD" multiplicity=1 homo_energy_ev="-8.3 / -8.0"
H -0.456 -1.209 0.855 0.316
S 1.386 1.172 2.459 -0.152
C -1.197 2.041 0.346 -0.638
H -1.359 2.204 1.334 0.397
H 1.065 -1.688 1.548 0.289
Br 2.136 1.175 -0.426 -0.086
C 0.546 -1.015 0.787 -1.031
C 0.977 0.514 0.889 0.128
H 0.212 1.320 3.034 0.098
Br -2.394 0.879 -0.412 -0.085
H 0.757 -1.294 -0.188 0.401
H -0.723 2.712 -0.351 0.363

---

Pick A: it beats the second-best structure by 146.0 kJ/mol.

---

A.
31
Properties=species:S:1:pos:R:3:mulliken_charge:R:1 method="wB97M-V/def2-TZVPD" multiplicity=1 homo_energy_ev=-9.4
C 0.913 0.168 0.044 0.110
S 1.127 1.807 -1.897 0.388
C 2.633 -4.122 -1.045 -0.734
H 2.857 -1.184 -1.328 0.385
H 1.993 0.448 0.185 0.733
H 0.451 1.566 1.525 0.339
C 1.765 -3.253 -1.587 -0.247
O 2.432 2.294 -1.399 -0.493
H 0.392 -0.124 2.067 0.565
H -1.654 0.547 -0.124 0.511
C 1.866 -1.734 -1.430 -0.509
H 1.183 -1.903 0.696 0.275
H 1.450 -1.323 -2.372 0.218
O -0.394 3.872 -0.845 -0.692
H -3.201 0.740 2.292 0.328
H 0.020 -1.875 -0.596 0.299
C -1.484 0.368 0.966 -0.735
H -1.861 1.810 2.541 0.434
N 0.317 0.910 -1.012 -0.194
C -2.382 1.271 1.826 -0.767
H -1.702 -0.643 1.227 0.367
N -1.301 3.393 -0.226 0.510
H 0.839 -3.576 -2.097 0.293
H 2.394 -5.158 -0.877 0.290
H -3.600 3.098 1.586 0.442
H -3.958 1.855 0.299 0.236
C -3.195 2.322 1.030 -0.477
C -2.372 2.979 0.053 -0.096
H 3.502 -3.711 -0.529 0.267
C 0.938 -1.359 -0.261 -0.945
C 0.033 0.517 1.290 -1.102

---

B.
31
Properties=species:S:1:pos:R:3:mulliken_charge:R:1 method="wB97M-V/def2-TZVPD" multiplicity=1 homo_energy_ev=-9.2
C 0.054 -1.994 -0.808 -0.360
H -0.295 -3.455 -2.285 0.507
H -0.073 2.401 -1.336 0.592
H 2.797 0.617 0.879 0.538
H 0.524 2.071 2.272 0.355
H 2.442 0.071 -0.609 0.487
H -0.863 -1.220 2.632 0.335
H 2.796 1.719 -0.460 0.480
H 1.081 -2.233 -0.983 0.341
H -2.738 -3.405 -2.182 0.263
H -3.685 -1.787 -0.707 0.459
O 1.962 -1.946 1.241 -0.581
C -2.103 -2.689 -1.530 -0.104
C -2.656 -1.710 -0.673 -1.199
C -0.786 -2.785 -1.670 -0.861
H 1.109 3.075 1.130 0.559
N -0.017 -1.805 2.630 -0.716
H -0.422 2.606 1.082 0.542
C -1.857 -0.776 -0.057 -0.121
H -2.090 0.046 0.512 0.622
H 0.179 0.949 -1.880 0.462
C 0.535 2.265 1.238 -1.889
C 2.332 0.846 0.009 -1.989
N 0.252 -0.083 0.805 0.510
H -1.154 1.340 -0.584 0.290
C 0.797 1.193 0.179 1.470
O 1.838 -0.004 2.766 -0.598
S 1.229 -0.944 1.892 1.121
C -0.454 -0.954 -0.067 -0.156
C -0.131 1.442 -1.001 -1.699
H -0.120 -2.658 2.140 0.338

---

Pick B: it beats the second-best structure by 267.7 kJ/mol.